DFT (wB97M-V/def2-TZVPD) results for one molecule with the formula C24H36O2.

Each atom is followed by the atoms it is bonded to, with distances in Å.
Geometry (Å):
1 C -2.380 -1.502 -3.262  H2 1.088, H3 1.088, H4 1.088, C5 1.527
2 H -1.857 -2.447 -3.127  C1 1.088
3 H -3.403 -1.719 -3.564  C1 1.088
4 H -1.894 -0.951 -4.064  C1 1.088
5 C -2.369 -0.691 -1.969  C1 1.527, C6 1.498, H61 1.091, H62 1.095
6 C -3.003 -1.451 -0.845  C5 1.498, C7 1.324, H60 1.083
7 C -3.852 -1.000 0.066  C6 1.324, C8 1.503, H59 1.083
8 C -4.375 0.400 0.214  C7 1.503, C9 1.503, H57 1.088, H58 1.095
9 C -3.865 0.987 1.500  C8 1.503, C10 1.324, H56 1.082
10 C -2.912 1.899 1.618  C9 1.324, C11 1.502, H55 1.083
11 C -2.163 2.543 0.487  C10 1.502, C12 1.498, H53 1.090, H54 1.099
12 C -0.865 3.138 0.938  C11 1.498, C13 1.324, H52 1.083
13 C 0.278 3.088 0.271  C12 1.324, C14 1.507, H51 1.082
14 C 0.483 2.415 -1.061  C13 1.507, C15 1.498, H49 1.095, H50 1.093
15 C 1.852 2.694 -1.599  C14 1.498, C16 1.324, H48 1.083
16 C 2.824 1.823 -1.823  C15 1.324, C17 1.502, H47 1.083
17 C 2.786 0.339 -1.591  C16 1.502, C18 1.505, H45 1.095, H46 1.089
18 C 4.051 -0.122 -0.919  C17 1.505, C19 1.324, H44 1.083
19 C 4.320 -0.001 0.372  C18 1.324, C20 1.500, H43 1.083
20 C 3.413 0.592 1.409  C19 1.500, C21 1.501, H41 1.087, H42 1.096
21 C 2.947 -0.472 2.360  C20 1.501, C22 1.324, H40 1.083
22 C 1.703 -0.715 2.739  C21 1.324, C23 1.498, H39 1.083
23 C 0.466 0.008 2.302  C22 1.498, H24 1.094, H25 1.088, C26 1.531
24 H 0.172 0.728 3.072  C23 1.094
25 H 0.645 0.566 1.385  C23 1.088
26 C -0.695 -0.968 2.087  C23 1.531, C27 1.510, H37 1.093, H38 1.091
27 C -0.330 -2.083 1.137  C26 1.510, O28 1.203, O29 1.338
28 O -0.571 -3.246 1.331  C27 1.203
29 O 0.280 -1.628 0.036  C27 1.338, C30 1.429
30 C 0.719 -2.612 -0.902  O29 1.429, C31 1.521, H35 1.092, H36 1.095
31 C 2.051 -3.218 -0.486  C30 1.521, H32 1.088, H33 1.086, H34 1.087
32 H 2.796 -2.436 -0.354  C31 1.088
33 H 2.390 -3.912 -1.250  C31 1.086
34 H 1.934 -3.755 0.452  C31 1.087
35 H 0.805 -2.086 -1.855  C30 1.092
36 H -0.045 -3.393 -0.975  C30 1.095
37 H -1.553 -0.434 1.672  C26 1.093
38 H -0.997 -1.429 3.028  C26 1.091
39 H 1.523 -1.517 3.445  C22 1.083
40 H 3.744 -1.086 2.762  C21 1.083
41 H 2.575 1.104 0.943  C20 1.087
42 H 3.984 1.333 1.979  C20 1.096
43 H 5.263 -0.375 0.752  C19 1.083
44 H 4.798 -0.559 -1.571  C18 1.083
45 H 2.701 -0.162 -2.561  C17 1.095
46 H 1.923 0.061 -0.988  C17 1.089
47 H 3.766 2.183 -2.218  C16 1.083
48 H 2.036 3.741 -1.808  C15 1.083
49 H -0.256 2.794 -1.774  C14 1.095
50 H 0.312 1.340 -0.961  C14 1.093
51 H 1.158 3.558 0.692  C13 1.082
52 H -0.900 3.656 1.888  C12 1.083
53 H -1.987 1.818 -0.308  C11 1.090
54 H -2.784 3.348 0.070  C11 1.099
55 H -2.636 2.242 2.608  C10 1.083
56 H -4.322 0.584 2.395  C9 1.082
57 H -4.092 1.022 -0.632  C8 1.088
58 H -5.468 0.360 0.261  C8 1.095
59 H -4.207 -1.686 0.825  C7 1.083
60 H -2.707 -2.492 -0.795  C6 1.083
61 H -2.878 0.259 -2.136  C5 1.091
62 H -1.331 -0.473 -1.696  C5 1.095

As for the largest force on an atom: 0.0110 Eh/bohr. For the electronic energy, the calculation gives -29564.6656 eV. As for the frontier orbital gap: 10.0 eV. The value obtained for the energy relative to the best compared isomer or geometry (same formula, charge and spin) is 0.9 kcal/mol. As for the SMILES: CC/C=C\C/C=C\C/C=C\C/C=C\C/C=C\C/C=C\CCC(=O)OCC.